29
Properties=species:S:1:pos:R:3:forces:R:3:mulliken_charge:R:1 method="wB97M-V/def2-TZVPD" mol_weight_g_mol=508.14 total_charge=+2 orbital_gap_ha=0.0674
O -8.453216 -6.381562 -16.472229 -0.5026 1.4973 0.3329 -0.64
S -10.999509 -3.914151 -17.935424 -0.7696 -3.5513 -3.4528 1.39
O -6.949995 -6.162416 -14.607698 0.4890 2.0006 1.3941 -0.79
Na -10.525298 -5.883476 -15.061427 0.6537 -0.9157 -1.1287 0.74
Na -7.875031 -3.916132 -16.079376 -0.2297 -1.7844 -0.9188 0.91
Na -12.759173 -3.345077 -12.341751 0.3750 -0.1486 0.3678 0.88
O -9.070381 -4.134608 -14.108434 0.3286 0.8870 0.6568 -0.67
O -9.624032 -3.562297 -17.524261 0.6860 1.7805 1.1885 -0.70
O -7.754334 -2.789839 -11.245161 0.2338 -0.3723 -0.4160 -0.59
H -7.363137 -2.197071 -11.896972 0.0451 0.1565 0.2851 0.30
O -9.709466 -1.899051 -14.721547 0.2421 2.4543 -0.2686 -0.91
O -11.527580 -4.968332 -17.023460 -0.5826 0.3034 1.8618 -0.84
Na -8.006193 -0.183579 -15.269855 0.4401 -0.2610 -0.0818 0.97
Na -13.370208 -3.828287 -16.012460 0.8616 -0.3931 -1.3427 0.85
H -8.693268 -2.824933 -11.473081 -0.0153 0.0728 -0.0099 0.36
H -10.924783 -2.022029 -11.112723 0.2881 -0.1144 0.2877 0.48
O -10.284708 -2.737485 -12.531155 -0.1294 1.0603 0.8763 -0.78
O -11.062198 -4.440773 -19.290984 0.5073 1.1018 1.0785 -0.65
S -7.827752 -7.108793 -15.336943 0.5684 -1.8466 -2.1383 1.31
O -8.890294 -7.620654 -14.472283 -1.1649 0.6662 1.2273 -0.74
O -7.039653 -8.192840 -15.894530 0.2056 0.0524 0.3481 -0.57
O -11.357124 -3.652222 -14.431512 -1.5397 0.6312 0.4246 -0.72
H -11.449927 -2.488382 -9.754852 -0.0023 0.4108 0.1793 0.36
Na -10.789598 -1.014168 -16.849030 -0.3799 -1.3782 -1.0685 0.91
Na -10.853907 -0.004094 -13.271509 -0.0373 -0.2786 0.4774 0.86
Na -7.200248 -4.844341 -12.711640 0.0949 -0.9968 -0.3650 0.98
O -11.575747 -1.808330 -10.434375 -0.5770 -0.3830 -0.2961 -0.69
S -10.090383 -3.102061 -13.937443 0.1479 -2.5683 -1.2608 0.98
O -11.934793 -2.743356 -17.835085 -0.2369 1.9172 1.7617 -0.97

=====

6
Properties=species:S:1:pos:R:3:forces:R:3:mulliken_charge:R:1 method="wB97M-V/def2-TZVPD" mol_weight_g_mol=36.03 orbital_gap_ha=0.4214
H 1.023115 -1.433052 0.316097 0.1621 -0.0296 0.2694 0.33
H -0.339272 2.003992 0.281824 0.0621 0.2156 -0.0098 0.30
H -0.565851 0.515787 0.121173 0.1982 -0.5368 -0.0139 0.37
O 0.260667 -1.145762 -0.186273 -0.1284 -0.0418 -0.1211 -0.68
O -0.908640 1.289758 0.568044 -0.3127 0.4744 0.1882 -0.64
H 0.529981 -1.230723 -1.100865 0.0187 -0.0818 -0.3129 0.33

=====

6
Properties=species:S:1:pos:R:3:forces:R:3:mulliken_charge:R:1 method="wB97M-V/def2-TZVPD" mol_weight_g_mol=36.03 orbital_gap_ha=0.4452
O -2.034592 0.006803 0.002866 0.7265 0.7806 -0.1074 -0.64
H -1.522331 -0.783160 0.167525 0.0016 -0.5525 0.0842 0.33
H 1.487249 0.682101 0.321743 -1.0623 1.3226 0.4341 0.30
H 2.684378 -0.110028 0.406919 0.3714 -0.4703 -0.1684 0.32
O 1.868318 -0.062509 -0.097319 0.6760 -0.8331 -0.2377 -0.61
H -1.319109 0.656738 -0.140561 -0.7133 -0.2473 -0.0047 0.31

=====

6
Properties=species:S:1:pos:R:3:forces:R:3:mulliken_charge:R:1 method="wB97M-V/def2-TZVPD" mol_weight_g_mol=36.03 orbital_gap_ha=0.4317
H 0.533225 0.319577 0.193633 1.4589 0.0732 0.8406 0.38
H 1.905047 0.868913 0.882181 -0.7401 -0.4638 -0.4342 0.32
H -0.755651 -0.756443 -0.989112 -0.2381 0.7196 0.2211 0.34
O 1.451967 0.085799 0.516783 -0.7012 0.4358 -0.2595 -0.67
H -1.936991 -0.494020 -0.096479 0.0779 0.3507 0.1284 0.33
O -1.197597 -0.023827 -0.507006 0.1425 -1.1156 -0.4964 -0.70

=====

6
Properties=species:S:1:pos:R:3:forces:R:3:mulliken_charge:R:1 method="wB97M-V/def2-TZVPD" mol_weight_g_mol=36.03 orbital_gap_ha=0.4237
O 0.249938 -1.109672 -0.199410 0.5650 -1.8710 0.0691 -0.67
O -0.436416 1.542278 0.483533 0.3535 -0.1535 -1.1557 -0.64
H -0.047148 -1.580768 0.604475 0.0081 0.6438 -0.3973 0.31
H 0.769080 -1.827636 -0.641327 -0.5488 1.1333 0.2706 0.32
H -0.432518 2.204350 -0.224859 -0.1708 0.1299 0.5018 0.33
H -0.102936 0.771447 -0.022412 -0.2069 0.1176 0.7115 0.35

=====

6
Properties=species:S:1:pos:R:3:forces:R:3:mulliken_charge:R:1 method="wB97M-V/def2-TZVPD" mol_weight_g_mol=36.03 orbital_gap_ha=0.4296
H -1.332495 0.931511 0.148049 -0.2869 -1.3731 -0.2123 0.34
H 0.600758 -0.362493 0.089676 0.6568 0.1261 0.3710 0.36
H 2.109632 -0.037705 0.660643 -1.4482 -0.1916 -0.9507 0.32
O 1.477661 0.021218 -0.101001 0.7858 0.0855 0.5674 -0.66
H -2.253449 -0.371130 0.203326 0.6008 0.4751 -0.0933 0.32
O -1.368217 -0.041240 -0.036711 -0.3083 0.8780 0.3179 -0.67

=====

For the records above, the corresponding energy above the lowest of the compared OMol25 structures with the same formula, charge and spin values read 3.44; 1.35; 5.91; 2.37; 2.31; 3.21 kcal per mole.